No. 1
A 2-piece molecular cluster, C51H60N3O2Si overall, computed with ωB97M-V/def2-TZVPD.

Computed properties:
Total energy = -2583.4603 Ha
HOMO energy = -8.9 eV
HOMO-LUMO gap = 4.2 eV

Structure (ORCA input):
```
! RIJCOSX wB97M-V def2-TZVPD def2/J DEFGRID3
* xyz 1 1
C 0.002 -4.468 -0.313
Si -1.227 -3.173 0.204
C -2.026 -2.340 -1.247
C -2.441 -3.842 1.440
O -0.493 -1.997 1.096
C 0.403 -0.903 1.125
C 1.206 -0.915 -0.175
C 0.823 -0.129 -1.264
C 1.596 -0.142 -2.430
C 2.650 -1.049 -2.549
C 2.920 -1.952 -1.517
C 2.211 -1.871 -0.317
C -0.396 0.411 1.334
C -1.665 0.341 1.908
C -2.466 1.483 2.012
C -2.007 2.710 1.528
C -0.744 2.785 0.935
C 0.086 1.657 0.904
C 1.251 -1.223 2.413
C 0.353 -1.351 3.659
C 0.543 -0.068 4.455
C 1.860 0.564 3.967
N 2.220 -0.188 2.767
C 3.438 -0.095 2.183
C 4.536 0.583 2.645
C 5.616 0.939 1.719
C 6.228 2.224 1.712
C 7.181 2.556 0.746
C 7.609 1.616 -0.209
C 7.024 0.340 -0.202
C 6.022 0.021 0.716
H -0.529 -5.258 -0.864
H 0.788 -4.070 -0.966
H 0.489 -4.929 0.556
H -2.837 -2.975 -1.633
H -2.451 -1.372 -0.948
H -1.302 -2.160 -2.053
H -3.019 -4.672 1.015
H -1.921 -4.204 2.337
H -3.139 -3.056 1.752
H -0.051 0.524 -1.192
H 1.344 0.558 -3.231
H 3.247 -1.068 -3.460
H 3.688 -2.719 -1.619
H 2.454 -2.552 0.504
H -2.052 -0.622 2.254
H -3.447 1.395 2.484
H -2.631 3.604 1.600
H -0.388 3.718 0.492
H 1.092 1.741 0.484
H 1.793 -2.176 2.246
H -0.688 -1.545 3.406
H 0.696 -2.235 4.213
H -0.292 0.619 4.282
H 0.578 -0.276 5.526
H 1.731 1.633 3.726
H 2.655 0.520 4.733
H 3.539 -0.582 1.210
H 4.566 1.006 3.652
H 5.913 2.962 2.460
H 7.606 3.564 0.735
H 8.418 1.845 -0.906
H 7.351 -0.413 -0.924
H 5.541 -0.960 0.692
C 1.374 -9.758 9.707
N 0.927 -8.776 8.741
C -0.207 -8.954 8.001
O -0.904 -9.964 7.991
C -0.424 -7.691 7.172
C -1.707 -6.965 7.616
C -2.958 -7.786 7.382
C -3.913 -7.972 8.391
C -4.963 -8.875 8.193
C -5.108 -9.522 6.959
C -4.195 -9.274 5.928
C -3.152 -8.368 6.125
N 0.823 -6.951 7.400
C 1.112 -5.852 6.672
C 2.225 -5.049 6.893
C 2.689 -4.013 6.082
C 3.823 -3.233 6.441
C 4.148 -2.086 5.667
C 5.201 -1.259 6.019
C 5.996 -1.558 7.135
C 7.144 -0.683 7.514
C 5.702 -2.691 7.902
C 4.653 -3.530 7.568
C 1.659 -7.540 8.471
C 1.663 -6.664 9.735
C 3.088 -7.918 8.040
H 0.634 -10.560 9.777
H 2.339 -10.186 9.404
H 1.494 -9.279 10.687
H -0.494 -7.953 6.103
H -1.612 -6.719 8.685
H -1.789 -6.014 7.064
H -3.801 -7.447 9.344
H -5.664 -9.086 9.005
H -5.932 -10.219 6.799
H -4.278 -9.790 4.971
H -2.449 -8.138 5.322
H 0.416 -5.615 5.858
H 2.778 -5.273 7.800
H 2.169 -3.775 5.152
H 3.534 -1.882 4.785
H 5.405 -0.368 5.425
H 7.708 -1.155 8.323
H 7.829 -0.515 6.674
H 6.800 0.298 7.865
H 6.320 -2.895 8.778
H 4.485 -4.421 8.181
H 0.665 -6.681 10.198
H 2.391 -7.072 10.446
H 1.934 -5.629 9.515
H 3.051 -8.789 7.369
H 3.610 -7.098 7.544
H 3.650 -8.197 8.941
*
```

***

No. 2
C4H9NO in the gas phase, computed with ωB97M-V/def2-TZVPD.

Computed properties:
Total energy = -287.7623 Ha
HOMO energy = -9.7 eV
HOMO-LUMO gap = 10.7 eV
SMILES string = C[C@H]1N[C@H]1CO

Structure (ORCA input):
```
! RIJCOSX wB97M-V def2-TZVPD def2/J DEFGRID3
* xyz 0 1
C 0.050 -1.763 -0.033
C 0.865 -0.548 0.334
N 1.095 0.465 -0.698
C 0.318 0.823 0.488
C -1.121 1.217 0.189
O -1.574 0.693 -1.034
H -0.864 -1.471 -0.556
H 0.634 -2.430 -0.680
H -0.223 -2.318 0.873
H 1.722 -0.764 0.975
H 2.038 0.839 -0.672
H 0.803 1.450 1.238
H -1.176 2.319 0.184
H -1.792 0.861 0.980
H -0.776 0.628 -1.589
*
```

***

No. 3
C33H33CdN9O7PS3 as an isolated structure, computed with ωB97M-V/def2-TZVPD.

Computed properties:
Total energy = -4000.4471 Ha
HOMO energy = -5.5 eV
HOMO-LUMO gap = 6.8 eV

Structure (ORCA input):
```
! RIJCOSX wB97M-V def2-TZVPD def2/J DEFGRID3
* xyz -1 1
Cd -0.047 -0.230 -0.048
O 3.296 1.279 1.734
C 2.789 0.481 0.924
O 1.888 0.798 0.078
C 3.307 -0.942 0.926
C 4.609 -1.142 1.291
C 5.158 -2.428 1.376
C 4.367 -3.532 1.104
C 3.065 -3.360 0.706
C 2.439 -2.057 0.604
O 1.223 -1.941 0.305
N 2.311 -4.557 0.393
O 1.488 -4.521 -0.500
O 2.584 -5.577 1.022
N 6.530 -2.605 1.739
O 7.216 -1.610 1.941
O 6.968 -3.746 1.843
H 5.228 -0.289 1.530
H 4.776 -4.529 1.180
S -2.819 3.747 -0.635
C -1.159 4.184 -0.566
C -0.388 3.068 -0.570
N -1.092 1.890 -0.614
C -2.372 2.087 -0.644
H -0.855 5.218 -0.527
H 0.692 3.027 -0.526
H -3.118 1.297 -0.640
N -0.594 -0.544 2.927
C -0.551 0.463 2.179
H -0.545 -0.369 3.940
S -4.828 -0.680 0.315
P -3.750 -2.197 -0.344
S -1.740 -2.144 -0.424
C -4.206 -3.709 0.581
C -5.550 -4.066 0.647
C -5.929 -5.208 1.334
C -4.968 -5.990 1.963
C -3.631 -5.630 1.904
C -3.246 -4.488 1.213
C -4.209 -2.629 -2.066
C -4.641 -1.631 -2.932
C -4.787 -1.898 -4.286
C -4.507 -3.165 -4.777
C -4.097 -4.170 -3.911
C -3.944 -3.903 -2.559
H -6.291 -3.441 0.161
H -6.974 -5.491 1.378
H -5.267 -6.882 2.500
H -2.880 -6.241 2.388
H -2.204 -4.199 1.153
H -4.860 -0.648 -2.531
H -5.111 -1.113 -4.959
H -4.601 -3.368 -5.837
H -3.880 -5.159 -4.293
H -3.601 -4.676 -1.882
N 1.993 4.438 2.612
C 0.793 3.824 2.734
C 0.731 2.437 2.583
N -0.452 1.818 2.617
C -1.575 2.555 2.832
C -1.448 3.907 3.024
N -0.290 4.568 2.981
H 2.815 3.879 2.452
H 2.071 5.406 2.860
H 1.624 1.847 2.384
H -2.519 2.031 2.825
H -2.329 4.505 3.225
C 1.038 0.946 -3.018
C 1.453 0.738 -4.498
N 0.892 -0.511 -5.012
C -0.559 -0.482 -4.823
C -0.901 -0.425 -3.312
N 0.332 -0.246 -2.528
C 1.203 -1.421 -2.730
C 1.445 -1.631 -4.246
H 0.368 1.802 -2.914
H 1.902 1.114 -2.374
H 2.539 0.688 -4.603
H 1.094 1.555 -5.129
H -0.986 -1.375 -5.284
H -0.950 0.389 -5.354
H -1.380 -1.344 -2.982
H -1.579 0.403 -3.087
H 0.730 -2.290 -2.272
H 2.138 -1.231 -2.201
H 0.966 -2.547 -4.599
H 2.512 -1.704 -4.470
*
```

***

No. 4
C6H6N2O5V as an isolated structure, computed with ωB97M-V/def2-TZVPD.

Computed properties:
Total energy = -1660.5644 Ha
HOMO energy (spin up / spin down) = -20.8 / -20.5 eV
HOMO-LUMO gap (spin up / spin down) = 3.3 / 3.5 eV
Expectation value of S² = 2.09

Structure (ORCA input):
```
! RIJCOSX wB97M-V def2-TZVPD def2/J DEFGRID3
* xyz 3 3
V -0.268 -0.890 -1.946
O -1.285 -2.916 0.919
C -0.978 -2.468 -0.099
C -1.131 0.701 -2.321
O -1.810 1.562 -2.735
C 1.549 -0.649 -2.250
O 2.650 -0.615 -2.717
C -0.897 -2.225 -3.224
O -1.164 -2.688 -4.265
C -0.986 1.714 2.371
N 0.341 1.175 2.232
C 0.603 0.459 1.095
N 1.848 -0.035 0.942
O -0.270 0.273 0.224
H -1.557 1.381 1.519
H -0.952 2.797 2.376
H -1.459 1.340 3.272
H 1.085 1.349 2.911
H 2.102 -0.488 0.107
H 2.577 0.220 1.590
*
```

***

No. 5
C19H22N2O in the gas phase, computed with ωB97M-V/def2-TZVPD.

Computed properties:
Total energy = -921.8461 Ha
HOMO energy = -7.6 eV
HOMO-LUMO gap = 8.4 eV
SMILES string = CN(C)C[C@H]1C[C@@H]2c3ccccc3Cc3ccccc3N2O1

Structure (ORCA input):
```
! RIJCOSX wB97M-V def2-TZVPD def2/J DEFGRID3
* xyz 0 1
O -0.593 -0.611 -0.976
C 3.959 -0.915 -0.554
C 4.342 0.423 -0.757
C 0.735 4.001 2.821
C 0.044 3.069 3.566
C 2.619 -1.218 -0.254
C 3.416 1.476 -0.634
C 1.098 3.668 1.492
C -0.227 1.804 3.065
C 1.669 -0.195 -0.254
C 2.082 1.114 -0.430
C 0.688 2.447 0.960
C 0.071 1.430 1.760
N -2.505 -2.923 -1.776
N 0.344 -0.497 0.064
C 1.076 2.186 -0.453
C -1.359 -3.150 -2.685
C -3.826 -2.544 -2.357
C -2.201 -2.408 -0.404
C -1.766 -0.246 0.999
C -0.280 -0.003 1.301
C -1.897 -0.876 -0.411
H 4.698 -1.716 -0.634
H 5.391 0.631 -0.975
H 1.159 4.934 3.232
H -0.214 3.258 4.605
H 2.271 -2.204 -0.152
H 3.797 2.502 -0.828
H 1.733 4.301 0.873
H -0.641 1.065 3.735
H 0.180 1.865 -1.039
H 1.467 3.085 -0.919
H -0.417 -3.089 -2.173
H -1.437 -4.142 -3.147
H -1.298 -2.396 -3.448
H -4.391 -3.430 -2.765
H -3.715 -1.765 -3.078
H -4.474 -2.115 -1.544
H -1.368 -2.962 0.059
H -3.098 -2.613 0.189
H -2.179 -0.913 1.759
H -2.315 0.696 1.011
H 0.033 -0.682 2.114
H -2.671 -0.343 -0.956
*
```

***

No. 6
C2H2N2OS2 in the gas phase, computed with ωB97M-V/def2-TZVPD.

Computed properties:
Total energy = -1058.4621 Ha
HOMO energy = -9.5 eV
HOMO-LUMO gap = 9.9 eV
SMILES string = Sc1nnoc1S

Structure (ORCA input):
```
! RIJCOSX wB97M-V def2-TZVPD def2/J DEFGRID3
* xyz 0 1
C -0.534 0.149 0.102
C 0.637 -0.134 -0.565
H -1.134 -0.352 2.206
H 2.041 0.451 1.098
N -1.604 0.044 -0.814
N -1.112 -0.293 -1.904
O 0.264 -0.405 -1.786
S -0.824 0.820 1.689
S 2.266 -0.280 -0.026
*
```